Entry 1:
This record from the Open Molecules 2025 dataset describes an isolated molecule of C18H26N6 at a distorted geometry. The level of theory is ωB97M-V/def2-TZVPD.

Results
**Structure (SMILES)**: c1cncc([C@H](c2nnnn2C2CCCCC2)N2CCCCC2)c1

Atoms and positions in Å:
1 C 1.658 -3.608 1.128
2 C 1.444 -3.552 2.496
3 N 0.645 -2.668 3.070
4 C 0.020 -1.796 2.304
5 C 0.148 -1.770 0.916
6 C -0.585 -0.725 0.105
7 C 0.155 0.548 0.330
8 N 0.205 1.209 1.465
9 N 0.997 2.248 1.262
10 N 1.441 2.265 0.078
11 N 0.941 1.204 -0.567
12 C 1.233 0.912 -1.949
13 C 2.737 0.707 -2.165
14 C 3.517 2.016 -2.091
15 C 2.957 3.028 -3.086
16 C 1.489 3.299 -2.773
17 C 0.681 2.010 -2.868
18 N -1.966 -0.599 0.538
19 C -2.656 0.504 -0.105
20 C -4.023 0.704 0.540
21 C -4.855 -0.567 0.415
22 C -4.070 -1.728 1.015
23 C -2.704 -1.834 0.348
24 C 0.993 -2.696 0.323
25 H 2.322 -4.343 0.700
26 H 1.934 -4.244 3.168
27 H -0.615 -1.075 2.798
28 H -0.527 -0.997 -0.972
29 H 0.716 -0.028 -2.178
30 H 3.115 0.001 -1.420
31 H 2.870 0.259 -3.152
32 H 3.441 2.428 -1.084
33 H 4.569 1.818 -2.304
34 H 3.053 2.639 -4.104
35 H 3.525 3.957 -3.026
36 H 1.410 3.707 -1.764
37 H 1.081 4.030 -3.473
38 H -0.366 2.199 -2.614
39 H 0.715 1.632 -3.892
40 H -2.778 0.320 -1.192
41 H -2.064 1.412 0.023
42 H -3.873 0.941 1.593
43 H -4.528 1.546 0.063
44 H -5.062 -0.769 -0.639
45 H -5.810 -0.447 0.929
46 H -3.922 -1.555 2.081
47 H -4.611 -2.667 0.887
48 H -2.833 -2.057 -0.730
49 H -2.137 -2.652 0.797
50 H 1.128 -2.710 -0.751

Atomic partial charges in e from the natural (NBO) method, atoms 1 to 5:
1. C -0.255
2. C 0.032
3. N -0.408
4. C 0.059
5. C -0.068

***

Entry 2:
This record from the Open Molecules 2025 dataset describes an isolated molecule of C18H26N6O2 at a distorted geometry. The level of theory is ωB97M-V/def2-TZVPD.

Results
**Structure (SMILES)**: [H]/N=C(\N)NCCCCc1c(CCCOC(C)=O)cc(N)c2nccnc12

Atoms and positions in Å:
1 H -3.824 -0.559 0.555
2 N -3.559 -0.353 -0.415
3 C -2.618 -1.124 -0.815
4 N -2.070 -2.166 0.051
5 N -2.120 -0.937 -2.181
6 C -0.725 -0.372 -2.118
7 C -0.648 1.036 -2.866
8 C -1.125 2.212 -1.921
9 C -0.041 2.682 -0.874
10 C -0.043 1.867 0.462
11 C 1.135 1.118 0.889
12 C 2.472 1.044 0.068
13 C 2.844 -0.515 -0.021
14 C 3.758 -0.838 -1.268
15 O 4.384 -2.138 -1.232
16 C 3.588 -3.106 -0.617
17 C 2.160 -3.536 -1.131
18 O 4.000 -3.631 0.392
19 C 1.131 0.358 2.206
20 C -0.076 0.413 3.002
21 N -0.080 -0.277 4.280
22 C -1.321 1.170 2.598
23 N -2.398 1.111 3.468
24 C -3.433 1.835 2.963
25 C -3.416 2.615 1.700
26 N -2.350 2.667 0.861
27 C -1.287 1.903 1.322
28 H -2.420 -3.092 -0.225
29 H -2.403 -2.047 1.015
30 H -2.068 -1.897 -2.551
31 H -0.045 -1.085 -2.660
32 H -0.435 -0.299 -1.036
33 H 0.343 1.208 -3.363
34 H -1.418 0.959 -3.694
35 H -2.105 1.901 -1.478
36 H -1.328 3.098 -2.599
37 H -0.284 3.756 -0.604
38 H 0.948 2.715 -1.397
39 H 3.274 1.493 0.729
40 H 2.414 1.528 -0.937
41 H 1.857 -1.068 -0.051
42 H 3.400 -0.867 0.896
43 H 4.597 -0.078 -1.238
44 H 3.221 -0.640 -2.248
45 H 1.596 -3.867 -0.219
46 H 1.641 -2.619 -1.542
47 H 2.203 -4.349 -1.905
48 H 2.027 -0.207 2.575
49 H 0.779 -0.835 4.345
50 H -0.886 -0.905 4.328
51 H -4.381 1.850 3.565
52 H -4.331 3.195 1.416

Atomic partial charges in e from the natural (NBO) method, atoms 1 to 5:
1. H 0.325
2. N -0.649
3. C 0.565
4. N -0.881
5. N -0.647

***

Which energy belongs to each record? In order, -1030.0111 -1180.4141 Ha.
Which ΔE to the lowest compared entry with this formula, charge and spin belongs to each record? In order, 2.508 4.480 eV.